# 1
The following is a quantum chemistry calculation of C12H18N as an isolated structure, from OMol25.

ORCA input file:
```
! wB97M-V def2-TZVPD RIJCOSX def2/J DEFGRID3
* xyz 1 3
C -2.28935 3.59688 0.41721
C -1.31741 3.32499 1.37885
C -1.98180 3.06462 -0.84554
C -0.33536 2.36205 1.15398
C -0.90341 2.34663 -1.13436
C -0.00463 1.95700 -0.11574
C 2.36544 1.31185 0.02900
C 1.12648 1.05198 -0.25744
C -0.86214 -1.05985 0.72378
C -0.10637 -2.92378 -0.77765
C 1.50526 -1.82552 0.79241
C 0.64905 -0.60164 -1.12215
N 0.29236 -1.64882 -0.15575
H -3.15449 4.25236 0.57999
H -1.25270 3.91835 2.24563
H -2.76434 3.10870 -1.71159
H 0.23471 1.94796 2.02914
H -0.73462 2.11116 -2.09382
H 3.23395 0.69704 -0.31345
H 2.61816 2.21415 0.59534
H -1.82673 -1.13078 0.08049
H -0.98284 -1.51060 1.69421
H -0.66430 -0.01051 0.82837
H 0.74124 -3.45065 -1.30983
H -0.54114 -3.76047 -0.17288
H -1.03014 -2.57220 -1.39171
H 2.24525 -1.98474 0.09222
H 1.66603 -0.75359 1.13792
H 1.24596 -2.60152 1.42151
H -0.11963 -0.38578 -1.79387
H 1.43747 -0.97123 -1.76017
*
```

Results
frontier orbital gap (spin up / spin down): 5.759 / 6.645 eV
LUMO level (spin up / spin down): -0.0900 / -0.2184 Ha
E_HOMO (spin up / spin down): -8.209 / -12.588 eV
DFT total energy: -14211.80098 eV

# 2
The following is a quantum chemistry calculation of one molecule with the formula C5H5NO, from OMol25.

ORCA input file:
```
! wB97M-V def2-TZVPD RIJCOSX def2/J DEFGRID3
* xyz 0 1
O 1.14901 0.99636 -1.47948
C 0.65100 -0.12790 -0.87587
C 0.86392 0.29177 1.14712
C -0.45269 0.24574 1.52106
N -1.60904 0.05080 1.29721
C -0.68298 -0.48696 -1.03873
C -1.75424 -0.50061 -0.35617
H 0.40706 1.58678 -1.67258
H 1.40783 -0.90934 -0.87774
H 1.51153 -0.48510 1.55099
H 1.33029 1.26995 1.05161
H -2.78701 -0.78900 -0.44921
*
```

Results
frontier orbital gap: 9.665 eV
LUMO level: 0.0244 Ha
E_HOMO: -9.000 eV
DFT total energy: -8798.90670 eV

# 3
The following is a quantum chemistry calculation of C24H52BCs2O12S6 as an isolated structure, from OMol25.

ORCA input file:
```
! wB97M-V def2-TZVPD RIJCOSX def2/J DEFGRID3
* xyz 1 1
Cs -0.22769 -1.92503 3.96273
Cs 1.07534 -4.30197 0.66588
B 0.51897 -1.06086 0.98617
H 0.74559 -1.45233 0.00656
H -0.45553 -1.45401 1.23117
H 1.26875 -1.50892 1.61965
H 0.48170 0.01212 1.09371
C -0.96980 1.72878 -1.85352
C -1.73392 1.62404 -3.14607
C -3.06737 2.23108 -2.94986
S -3.61338 1.59474 -1.27960
O -4.26079 0.29899 -1.49266
O -4.27292 2.69063 -0.50633
C -1.84537 1.44692 -0.71575
H -0.45505 2.66381 -1.63249
H -0.22074 0.94084 -1.93196
H -1.74900 0.54582 -3.30523
H -1.03792 2.14748 -3.80158
H -3.84897 1.91566 -3.64104
H -3.00653 3.31924 -2.93248
H -1.66135 0.63206 -0.01557
H -1.73690 2.32981 -0.08579
C 2.35128 -1.60529 -3.94914
C 3.69669 -1.86716 -4.55651
C 4.37981 -2.83499 -3.59569
S 3.86489 -2.37666 -1.86984
O 4.87115 -1.53048 -1.27009
O 3.35088 -3.60234 -1.22726
C 2.50078 -1.26861 -2.44734
H 1.81949 -2.53612 -4.14624
H 1.75811 -0.79140 -4.36610
H 4.14987 -0.87703 -4.60514
H 3.77598 -2.20342 -5.59031
H 5.44275 -3.07191 -3.54975
H 3.87945 -3.80328 -3.60870
H 2.76111 -0.21468 -2.34954
H 1.64952 -1.42351 -1.78444
C -3.79853 0.23737 2.87643
C -3.40606 -0.85628 1.84325
C -3.71844 -2.28520 2.35231
S -4.44846 -2.04735 4.05722
O -3.32691 -2.18504 5.04466
O -5.70503 -2.76732 4.25751
C -4.86560 -0.19112 3.79254
H -3.92574 1.12298 2.25384
H -2.89467 0.56049 3.39289
H -2.32904 -0.69804 1.78772
H -3.84066 -0.74327 0.85004
H -2.96834 -3.07439 2.30099
H -4.50314 -2.61723 1.67254
H -5.04130 0.38429 4.70145
H -5.83087 -0.26959 3.29235
C -3.75524 -3.69477 -1.79166
C -3.60829 -4.62024 -3.05507
C -2.17089 -5.20659 -3.13176
S -1.10242 -3.77479 -2.90300
O -1.02320 -3.02411 -4.15707
O 0.14246 -4.22263 -2.22654
C -2.33662 -2.94603 -1.75785
H -3.88799 -4.21718 -0.84426
H -4.57816 -2.99171 -1.92061
H -3.68026 -3.96570 -3.92369
H -4.40941 -5.34734 -3.18784
H -1.85487 -5.68085 -4.06091
H -1.90224 -5.92668 -2.35883
H -2.27276 -1.86893 -1.91239
H -2.05719 -3.08164 -0.71303
C 1.30819 3.26952 3.50344
C 1.11966 4.54375 4.37934
C -0.09707 5.30648 3.83188
S -1.29924 4.01108 3.13976
O -1.65682 4.18462 1.74870
O -2.30167 3.67879 4.13093
C -0.10382 2.67842 3.21408
H 1.89662 2.58138 4.11034
H 1.85647 3.50233 2.59060
H 2.04241 5.12333 4.40617
H 0.92035 4.30114 5.42314
H 0.27343 5.92340 3.01320
H -0.65545 5.95007 4.51167
H -0.26418 2.05909 2.33157
H -0.37409 2.03592 4.05208
C 4.29842 2.20097 -0.54069
C 5.82216 2.21505 -0.55169
C 6.31892 2.76861 0.82019
S 5.08419 2.14380 2.08856
O 4.51138 3.26637 2.85175
O 5.75688 1.03094 2.74102
C 3.86100 1.50873 0.77619
H 3.97186 1.58281 -1.37694
H 4.03874 3.24304 -0.72705
H 6.18613 2.87301 -1.34081
H 6.12799 1.17810 -0.69057
H 6.07256 3.82916 0.87167
H 7.33588 2.68800 1.20412
H 2.80093 1.45074 1.02314
H 4.06914 0.45824 0.57312
*
```

Results
frontier orbital gap: 8.630 eV
LUMO level: -0.1174 Ha
E_HOMO: -11.824 eV
DFT total energy: -117074.13151 eV

Strongest force on any atom readings, ordered: 4.7 0.9 4.5 eV/A
Energy relative to the best compared isomer or geometry (same formula, charge and spin) readings, ordered: 0.0 104.1 8.7 kcal per mole
Molar mass readings, ordered: 176.28 95.10 1001.69 g mol⁻¹